Entry 1:
This record from the Open Molecules 2025 dataset describes a single CH2N4O molecule at a distorted geometry. The level of theory is ωB97M-V/def2-TZVPD.

Structure (XYZ):
```
8
Properties=species:S:1:pos:R:3:forces:R:3
H -2.5471 0.6885 0.3775 0.54 -0.11 -0.65
N -1.9586 -0.1009 0.0748 2.27 2.01 -0.66
C -0.7270 0.1955 -0.2133 -1.30 -2.81 2.30
N 0.2372 1.2692 -0.1357 1.44 -1.63 -1.69
N 1.4443 0.6944 -0.0965 -4.05 2.27 1.76
N 1.2787 -0.5436 0.2319 3.19 -3.48 -2.02
O 0.0519 -1.0748 -0.3007 1.09 2.57 0.88
H 2.2206 -1.1284 0.0620 -3.19 1.18 0.09
```
Positions in Å, forces in eV/Å.

Values from the calculation:
* charge: 0
* energy above the lowest of the compared OMol25 structures with the same formula, charge and spin: 3.724 eV
* SMILES: [H]/N=c1\nn[nH]o1

Here are the natural (NBO) charges for atoms 1 to 4, given in e: 0.3681 -0.6610 0.5665 -0.2985


Entry 2:
This record from the Open Molecules 2025 dataset describes 11 unconnected molecules or ions with the total composition C24H72N14O13 at a distorted geometry. The level of theory is ωB97M-V/def2-TZVPD.

Structure (XYZ):
```
123
Properties=species:S:1:pos:R:3:forces:R:3
C -2.1265 4.2697 -0.2586 -3.26 1.62 0.97
O -2.0392 2.8499 -0.1583 -1.78 0.13 -0.24
C -3.1049 2.2309 -0.8974 1.25 -0.87 -0.71
C -2.8469 2.2596 -2.3971 -0.53 0.08 -0.38
N -1.7050 1.4476 -2.7813 0.71 -0.18 0.93
C -1.1910 1.6934 -4.1255 -0.49 1.06 0.87
C 0.1982 1.1336 -4.3814 0.35 -1.62 -1.43
O 1.0268 0.9022 -3.2692 -0.96 1.43 1.11
C 2.1505 0.1436 -3.5376 0.99 -1.02 -0.54
H -1.4211 4.7497 0.4152 -1.56 0.30 -0.30
H -3.1270 4.5815 0.0589 -0.33 -0.16 0.01
H -2.0036 4.6820 -1.2619 0.18 -0.22 -0.11
H -4.1121 2.5948 -0.6850 0.15 0.40 0.29
H -3.0413 1.1803 -0.6328 -0.10 0.00 0.12
H -2.7694 3.2976 -2.7476 0.03 0.09 -0.10
H -3.7551 1.8489 -2.8501 0.01 0.02 -0.19
H -0.9439 1.7101 -2.1571 -0.01 -0.33 0.17
H -1.1633 2.7857 -4.2553 -0.04 0.05 -0.37
H -1.9239 1.2710 -4.8135 0.30 0.07 -0.35
H 0.7281 1.7249 -5.1378 -0.03 0.50 0.21
H 0.0638 0.1893 -4.9277 -0.04 -0.32 0.31
H 2.7017 0.5101 -4.4139 -0.26 -0.11 -0.26
H 1.8835 -0.9173 -3.6406 0.03 0.21 -0.39
H 2.9072 0.1369 -2.7483 -0.56 0.46 0.49
C 5.0487 4.7584 3.2272 0.99 1.60 0.10
O 3.6989 5.1501 3.2952 -0.29 -1.22 -0.23
C 2.9208 4.1517 3.9678 -0.90 1.19 -0.24
C 1.4817 4.2266 3.4693 -0.70 -0.66 -0.09
N 1.3890 3.8211 2.0667 0.16 0.87 0.72
C 0.1179 4.2198 1.4627 1.54 -0.77 -1.64
C 0.3224 3.9253 -0.0340 -0.82 -1.27 -1.51
O 1.0649 4.9264 -0.6730 0.61 0.45 0.71
C 1.1918 4.8501 -2.0743 -0.50 0.24 0.46
H 5.5301 4.7787 4.2128 -0.17 -0.15 0.13
H 5.5116 5.5735 2.6649 0.23 -0.24 -0.07
H 5.3257 3.8149 2.7484 -0.73 -0.18 -0.14
H 2.8985 4.4249 5.0264 0.32 -0.60 0.19
H 3.3762 3.1878 3.7320 -0.18 -0.25 0.43
H 0.9988 5.1984 3.6411 0.59 0.34 -0.02
H 0.7882 3.5542 3.9887 0.47 -0.17 0.43
H 2.0971 4.3710 1.5795 -0.05 -0.01 -0.10
H -0.0918 5.2905 1.5717 0.10 0.12 0.19
H -0.7580 3.6659 1.7978 0.44 -0.15 0.54
H -0.6698 3.8107 -0.5033 3.68 0.14 -0.30
H 0.6780 2.9162 -0.2761 0.99 -0.09 0.71
H 0.2074 4.9563 -2.5453 -0.03 -0.03 -0.13
H 1.6328 3.9139 -2.4249 0.21 -0.04 0.08
H 1.7923 5.7254 -2.3131 0.12 -0.23 -0.41
N 3.0704 1.6767 0.8351 0.43 0.25 0.94
C 3.1398 0.3725 1.1768 -0.63 -0.97 -1.71
N 2.7140 0.0658 2.4328 0.40 0.28 -0.13
O 3.4149 -0.5136 0.3588 0.13 0.27 0.52
H 2.6643 2.3040 1.5242 -0.34 0.24 -0.66
H 3.0615 1.9100 -0.1394 0.06 0.02 -0.03
H 2.7737 -0.9076 2.6708 0.33 0.33 0.09
H 2.6266 0.8038 3.1080 -0.12 -0.28 0.31
N 0.0298 -3.0125 -3.7245 -0.32 0.09 0.15
C -0.2477 -3.1433 -5.0384 -1.78 1.06 -0.37
N 0.8353 -3.3350 -5.8315 0.73 -0.32 -1.10
O -1.3799 -3.0292 -5.5338 0.86 -0.68 0.72
H 0.9916 -2.9369 -3.4454 0.09 -0.41 0.40
H -0.7298 -3.2018 -3.0839 0.03 0.20 0.20
H 1.6994 -2.8694 -5.6080 0.07 -0.18 0.06
H 0.5689 -3.3603 -6.8044 0.25 0.24 0.04
N -4.1422 -0.0154 0.9768 -0.57 -0.16 0.27
C -5.1036 -0.8478 1.4790 0.12 -0.07 -1.21
N -6.2401 -0.1874 1.8416 -0.55 -0.59 0.43
O -5.0106 -2.0680 1.4360 -0.14 0.17 0.51
H -4.3723 0.9555 1.0246 0.62 0.33 0.05
H -3.1904 -0.3203 0.8546 -0.02 -0.10 0.27
H -6.3645 0.8045 1.8386 0.22 0.14 0.01
H -7.0428 -0.7484 2.0700 0.11 -0.01 0.02
N -4.2618 -3.7064 -0.8670 -0.28 -1.32 -0.61
C -3.2317 -3.1970 -1.6004 0.44 -0.10 2.10
N -3.2502 -1.8576 -1.6999 0.04 0.73 -0.42
O -2.2455 -3.8681 -1.9319 -0.43 0.01 -0.73
H -4.2862 -4.7091 -0.7834 0.29 0.03 0.00
H -4.8308 -3.2342 -0.1804 0.29 0.64 -0.14
H -2.5801 -1.4036 -2.2993 0.00 0.13 0.04
H -4.0221 -1.3402 -1.3187 -0.04 0.09 -0.22
N -0.4137 -5.6768 -0.5765 1.20 -0.61 -0.66
C -0.3950 -5.4454 0.7447 -3.06 -0.11 1.31
N -1.1178 -4.3042 1.0711 0.29 -0.64 0.66
O -0.1094 -6.2517 1.6272 1.11 0.38 -0.60
H -0.8107 -5.0241 -1.2309 -0.27 -0.07 -0.05
H -0.1205 -6.5894 -0.8786 0.06 0.13 -0.09
H -1.1854 -4.0707 2.0462 -0.05 -0.32 -0.10
H -1.4626 -3.6491 0.3924 -0.41 -0.61 0.22
N -1.3279 1.1846 2.2172 -0.06 -0.75 -0.19
C -1.5201 1.4194 3.5317 0.27 2.25 -0.73
N -1.3343 0.3488 4.3223 -0.04 -0.61 1.52
O -1.7494 2.5535 3.9861 -0.19 -0.97 -0.11
H -1.0808 0.2254 1.9879 -0.01 0.22 -0.50
H -1.5930 1.8508 1.5031 0.17 -0.08 0.26
H -1.4817 0.5242 5.3020 0.09 -0.15 -0.06
H -1.1031 -0.5768 4.0117 -0.08 0.17 -0.35
C 2.2697 -3.2946 2.9281 -0.02 0.21 -0.90
C 1.4388 -2.4350 3.8858 0.61 -2.21 -0.01
O 0.0718 -2.7750 3.7004 -0.46 -0.29 0.58
H 2.1582 -3.0078 1.8772 0.41 0.28 0.21
H 2.0098 -4.3544 2.8983 -0.39 0.07 0.61
H 3.3124 -3.2509 3.2469 0.09 0.19 -0.28
H 1.6180 -1.3673 3.7596 -0.33 -0.29 0.54
H 1.7793 -2.8934 4.8194 -0.29 1.01 0.58
H -0.4694 -2.5036 4.4476 0.21 -0.12 0.20
C 2.9525 -4.8674 -1.3505 -0.29 0.32 1.00
C 2.8900 -3.3439 -1.3125 0.20 -0.68 -0.66
O 2.9304 -2.9373 -2.7054 0.26 0.59 0.57
H 2.7658 -5.2383 -0.3379 -0.09 -0.28 -0.12
H 3.8970 -5.2924 -1.6889 0.12 0.30 -0.09
H 2.1586 -5.1920 -2.0212 -0.01 -0.21 0.12
H 3.6785 -2.8382 -0.7529 0.13 -0.17 -0.04
H 1.9676 -2.9990 -0.8474 -0.15 -0.06 -0.39
H 3.8765 -2.8832 -2.8703 -0.10 0.12 -0.47
C -0.0319 -0.6762 -0.4590 1.30 -0.57 -0.29
C 0.0206 -1.8846 0.4253 0.62 0.53 1.08
O -0.6708 -1.5695 1.6603 -0.88 -0.09 -1.38
H 0.5795 0.1129 -0.0176 -0.66 0.44 0.24
H -1.0579 -0.4397 -0.7253 0.06 0.40 -0.01
H 0.5551 -0.8919 -1.3564 -0.43 -0.11 -0.28
H 1.0290 -2.1080 0.7886 0.17 0.23 -0.78
H -0.3283 -2.8141 -0.0340 0.27 1.14 -0.28
H -0.5923 -2.3406 2.2428 0.21 0.46 0.05
```
Positions in Å, forces in eV/Å.

Values from the calculation:
* charge: 0
* DFT total energy: -73534.8813 eV
* SMILES: COCCNCCOC.COCCNCCOC.NC(N)=O.NC(N)=O.NC(N)=O.NC(N)=O.NC(N)=O.NC(N)=O.CCO.CCO.CCO

Here are the Löwdin charges for atoms 1 to 4, given in e: -0.1474 -0.2209 -0.1917 -0.2089


Entry 3:
This record from the Open Molecules 2025 dataset describes a single C6H12O molecule. The level of theory is ωB97M-V/def2-TZVPD.

Structure (XYZ):
```
19
Properties=species:S:1:pos:R:3:forces:R:3
C -2.2197 0.6360 0.0677 -0.04 0.04 -0.01
C -1.1162 -0.3342 0.4937 -0.04 0.03 0.03
C -0.6939 -1.2709 -0.6671 -0.17 -0.16 0.08
O 0.4785 -0.6892 -1.2092 0.08 -0.08 -0.02
C 1.2392 -0.3269 -0.0642 0.20 0.14 0.17
C 2.4570 0.4779 -0.4679 -0.03 0.02 -0.04
C 0.2193 0.3726 0.8421 0.03 0.01 0.03
H -3.1878 0.1266 -0.0062 0.16 0.05 -0.04
H -1.9916 1.0757 -0.9104 0.02 -0.04 0.14
H -2.3354 1.4554 0.7856 0.04 -0.12 -0.06
H -1.4710 -0.9026 1.3610 0.07 -0.05 -0.20
H -0.4543 -2.2879 -0.3111 -0.10 0.19 0.06
H -1.4441 -1.3621 -1.4605 0.13 0.13 0.14
H 1.5761 -1.2487 0.4439 -0.06 0.04 -0.11
H 3.1122 -0.1145 -1.1140 -0.11 0.09 0.07
H 3.0306 0.7711 0.4187 -0.12 -0.04 -0.12
H 2.1607 1.3824 -1.0075 0.00 -0.09 0.06
H 0.1676 1.4452 0.6122 0.02 -0.19 -0.05
H 0.4904 0.2716 1.8979 -0.08 0.03 -0.13
```
Positions in Å, forces in eV/Å.

Values from the calculation:
* charge: 0
* energy above the lowest of the compared OMol25 structures with the same formula, charge and spin: 0.350 eV
* SMILES: C[C@H]1CO[C@@H](C)C1

Here are the natural (NBO) charges for atoms 1 to 4, given in e: -0.6030 -0.2476 -0.0700 -0.5275


Entry 4:
This record from the Open Molecules 2025 dataset describes 2 unconnected molecules or ions with the total composition C43H42N3 at a distorted geometry. The level of theory is ωB97M-V/def2-TZVPD.

Structure (XYZ):
```
88
Properties=species:S:1:pos:R:3:forces:R:3
C -0.3997 2.7586 1.9097 -0.27 -0.51 -0.01
N 0.6565 1.9934 2.5352 0.23 -0.79 -0.20
C 1.9141 1.9233 1.7741 0.42 0.76 -0.06
C 2.6112 0.5670 1.5770 -0.24 -0.20 -0.24
C 2.3536 -0.4485 2.6878 -0.21 0.22 0.14
C 0.8500 -0.5647 2.9502 0.24 -0.24 -0.37
C 0.1463 0.7675 3.1740 -0.50 0.53 0.77
H -1.2442 2.1051 1.6326 0.19 0.20 -0.26
H -0.8465 3.5130 2.5725 0.03 -0.15 -0.14
H -0.0097 3.2590 1.0213 -0.20 -0.06 0.00
H 1.7024 2.3628 0.7847 0.30 -0.20 0.18
H 2.6689 2.5915 2.2337 -0.36 -0.09 0.02
H 2.2755 0.1360 0.6240 0.05 -0.03 0.17
H 3.6902 0.7552 1.4852 -0.30 -0.05 -0.08
H 2.7499 -1.4272 2.3910 -0.01 0.21 0.14
H 2.8674 -0.1436 3.6065 0.01 -0.01 -0.04
H 0.3859 -1.0705 2.0943 0.12 0.01 0.07
H 0.6650 -1.1855 3.8370 0.01 0.05 -0.29
H 0.0937 0.9336 4.2647 0.04 0.05 -0.20
H -0.8987 0.6727 2.8433 0.17 -0.21 0.23
C -1.4790 12.7898 0.3098 -0.02 -0.21 -0.17
C -1.8851 11.6691 -0.4294 0.15 0.08 0.21
C -1.1069 10.5148 -0.4065 0.07 0.02 0.13
C 0.0641 10.4764 0.3561 -0.29 0.74 0.04
N 0.8509 9.3019 0.3431 -0.29 -0.32 0.09
C 1.9312 9.2422 -0.5730 0.54 -0.13 -0.57
C 3.1569 9.7933 -0.2001 0.10 -0.14 -0.18
C 4.2384 9.7495 -1.0770 0.01 -0.05 -0.06
C 4.0890 9.1567 -2.3341 -0.23 -0.08 -0.05
C 2.8514 8.6222 -2.7187 0.10 0.09 0.22
C 1.7689 8.6800 -1.8370 0.18 -0.05 -0.10
C 0.7291 8.3174 1.3249 0.31 -0.21 -0.21
C 0.3802 7.0138 0.9256 0.00 -0.05 -0.01
C 0.2585 6.0120 1.8598 0.11 -0.12 0.06
C 0.6599 6.2115 3.2126 0.10 0.22 -0.58
C 0.6365 5.1285 4.1392 -0.14 1.31 1.16
C 1.2729 5.2219 5.4061 -0.10 -0.18 -0.31
C 0.6044 4.7196 6.5630 0.24 0.03 0.04
C 1.1157 4.9462 7.8239 -0.86 -0.15 -0.28
C 2.3807 5.5578 7.9755 0.53 -0.16 1.03
N 2.9415 5.6945 9.2303 -0.50 -0.14 -1.30
C 4.3455 5.8619 9.3855 1.01 0.21 0.41
C 4.8770 7.1269 9.6456 0.03 -0.16 -0.25
C 6.2580 7.2872 9.7466 0.01 -0.08 0.05
C 7.0985 6.1720 9.6832 -0.20 -0.09 -0.04
C 6.5554 4.8932 9.5131 0.04 0.19 -0.04
C 5.1799 4.7396 9.3636 -0.22 0.17 -0.09
C 2.1723 5.7508 10.4246 -0.31 -0.09 1.09
C 2.0426 4.6195 11.2371 -0.11 0.12 -0.17
C 1.3455 4.7049 12.4429 -0.02 0.14 -0.13
C 0.8251 5.9344 12.8597 0.11 -0.05 -0.15
C 1.0086 7.0766 12.0754 -0.07 -0.13 -0.01
C 1.6827 6.9845 10.8603 -0.04 -0.18 -0.11
C 3.0908 5.9939 6.8326 0.09 0.13 -0.49
C 2.5169 5.8945 5.5871 0.06 0.31 0.15
C 1.0186 7.5471 3.5921 -0.06 -0.21 0.00
C 1.0001 8.5849 2.6762 -0.19 -0.38 0.39
C 0.4933 11.6025 1.0498 -0.34 0.21 -0.04
C -0.2881 12.7582 1.0379 -0.05 0.04 0.06
H -2.0898 13.6926 0.2926 0.18 -0.23 0.05
H -2.8081 11.6845 -1.0128 0.32 0.09 0.18
H -1.3705 9.6307 -0.9905 -0.05 0.26 0.21
H 3.2400 10.2617 0.7784 0.10 -0.13 -0.16
H 5.2017 10.1681 -0.7707 -0.36 -0.13 -0.18
H 4.9329 9.1147 -3.0253 -0.25 0.01 0.24
H 2.7274 8.1497 -3.6966 0.08 0.24 0.32
H 0.7862 8.2966 -2.1167 0.30 0.05 0.01
H 0.1692 6.8265 -0.1332 0.01 0.11 0.51
H -0.1356 5.0472 1.5503 0.32 0.41 0.15
H -0.0506 4.2976 3.9842 0.29 0.15 -0.08
H -0.3742 4.2486 6.4137 0.46 0.03 0.25
H 0.5457 4.6448 8.7084 0.31 0.10 -0.34
H 4.1971 7.9714 9.7610 0.26 -0.14 -0.17
H 6.6750 8.2897 9.8662 -0.11 -0.37 0.09
H 8.1757 6.2962 9.7848 -0.26 -0.03 -0.06
H 7.2012 4.0136 9.4806 -0.17 0.31 0.06
H 4.7230 3.7548 9.2541 0.21 0.22 -0.10
H 2.5003 3.6833 10.9115 -0.22 0.21 0.11
H 1.2041 3.8065 13.0476 0.09 0.35 -0.14
H 0.2881 6.0029 13.8045 0.12 -0.01 -0.23
H 0.6192 8.0431 12.3999 0.13 -0.32 -0.04
H 1.8639 7.8645 10.2428 -0.19 -0.17 0.16
H 4.0684 6.4609 6.9578 -0.32 -0.14 -0.05
H 3.0010 6.3779 4.7282 -0.05 -0.59 0.38
H 1.2871 7.7553 4.6314 -0.27 -0.02 -0.43
H 1.2274 9.5980 2.9998 -0.04 -0.20 -0.13
H 1.4445 11.5663 1.5760 -0.21 0.09 -0.01
H 0.0349 13.6319 1.6107 -0.14 -0.26 -0.27
```
Positions in Å, forces in eV/Å.

Values from the calculation:
* charge: +1
* energy above the lowest of the compared OMol25 structures with the same formula, charge and spin: 1.688 eV

Here are the Löwdin charges for atoms 1 to 4, given in e: -0.1175 -0.1940 -0.1850 -0.1850